1.
{"formula": "C14H42O14", "method": "the ωB97M-V functional and the def2-TZVPD basis", "species": ["O", "C", "C", "O", "H", "H", "H", "H", "H", "H", "O", "C", "C", "O", "H", "H", "H", "H", "H", "H", "O", "C", "C", "O", "H", "H", "H", "H", "H", "H", "O", "C", "C", "O", "H", "H", "H", "H", "H", "H", "O", "C", "C", "O", "H", "H", "H", "H", "H", "H", "O", "C", "C", "O", "H", "H", "H", "H", "H", "H", "O", "C", "C", "O", "H", "H", "H", "H", "H", "H"], "coordinates": [[-2.192884, 1.584907, -2.433522], [-2.579015, 0.693748, -3.419902], [-3.220794, 1.410187, -4.639900], [-4.451307, 1.954024, -4.325295], [-2.889981, 2.127325, -2.055412], [-1.635994, 0.285805, -3.786300], [-3.257564, -0.059260, -3.017744], [-3.349472, 0.748302, -5.497788], [-2.604844, 2.194239, -5.089088], [-4.436868, 2.744086, -3.781330], [0.301275, 0.185455, -0.056800], [-0.660822, -0.802198, -0.526325], [-0.809712, -1.943772, 0.500276], [-1.416965, -1.401804, 1.689370], [0.228269, 0.849288, -0.759004], [-1.603388, -0.266896, -0.651192], [-0.352889, -1.142765, -1.516180], [0.135087, -2.437363, 0.735040], [-1.365250, -2.729273, -0.013050], [-0.943637, -0.577450, 1.851695], [-0.584130, -2.171281, 7.523295], [-1.248749, -2.568077, 6.313682], [-0.331991, -2.428671, 5.126401], [-0.778536, -3.043930, 3.929364], [-1.099996, -1.451678, 7.894005], [-1.590622, -3.596882, 6.434555], [-2.134542, -1.971057, 6.087157], [0.671453, -2.782213, 5.371310], [-0.178748, -1.379188, 4.862625], [-1.103729, -2.303384, 3.406439], [-0.315030, 0.947460, 3.143678], [-1.100713, 1.962904, 2.475882], [-2.639684, 1.866734, 2.539472], [-3.039804, 1.976073, 3.898501], [0.257313, 1.353014, 3.797331], [-0.676742, 2.893330, 2.857002], [-0.772822, 1.999370, 1.434712], [-2.999224, 0.887965, 2.214901], [-3.188657, 2.608026, 1.960287], [-2.978741, 1.120936, 4.329858], [3.367726, -1.905096, 3.504717], [2.472851, -0.857922, 3.204667], [3.049183, 0.101153, 2.164415], [2.867401, -0.406910, 0.859135], [3.621833, -2.313211, 2.672261], [1.560762, -1.334348, 2.837813], [2.199544, -0.290464, 4.095249], [4.094533, 0.259486, 2.433066], [2.599845, 1.095531, 2.224961], [1.939878, -0.284060, 0.620839], [3.560215, 3.088237, -3.273508], [2.713411, 2.478955, -2.283063], [1.303750, 2.381854, -2.925572], [0.372391, 2.221283, -1.851989], [4.307086, 3.522201, -2.856307], [3.223287, 1.539442, -2.065127], [2.825115, 3.143419, -1.425997], [1.265514, 1.604454, -3.690289], [1.042887, 3.299354, -3.455321], [-0.491622, 2.255461, -2.285881], [0.933036, -2.440657, -3.269330], [1.094330, -1.352070, -4.209197], [2.114812, -1.610941, -5.388169], [1.513978, -2.455566, -6.337966], [1.744372, -2.380095, -2.756791], [0.121805, -1.113612, -4.639207], [1.557382, -0.535463, -3.652077], [2.990410, -2.094121, -4.953616], [2.409799, -0.638812, -5.788125], [0.564933, -2.313546, -6.317626]], "forces_ev_per_angstrom": [[0.669, 1.181, 1.155], [-0.298, 0.320, -2.072], [0.883, -0.021, 0.109], [-1.835, -0.038, 0.154], [-0.377, -0.283, -0.181], [-0.115, -0.534, 0.183], [0.061, -0.189, -0.187], [-0.311, -0.489, 0.354], [0.662, 0.063, 0.528], [0.464, 0.046, -0.115], [-0.841, -1.036, -0.155], [0.610, -0.013, 0.638], [0.248, 1.078, -0.757], [-0.068, -0.686, -0.723], [0.655, 0.697, 0.111], [-0.300, -0.294, 0.152], [0.076, -0.411, 0.077], [0.310, 0.362, 0.089], [-0.778, 0.105, 0.610], [0.217, 0.148, 0.255], [-0.394, 0.228, -0.523], [-0.278, -0.265, -0.026], [1.225, 0.411, -0.509], [-0.288, -0.082, 0.606], [0.150, 0.004, 0.156], [0.115, -0.117, -0.148], [-0.169, 0.124, 0.384], [-0.053, -0.352, 0.125], [-0.045, 0.320, 0.517], [-0.210, -0.367, -0.684], [-1.226, -0.484, -0.402], [1.002, 0.954, -0.771], [0.854, -1.299, 1.498], [-0.465, 0.646, 0.357], [-0.168, 0.077, 0.011], [-0.886, 0.416, 0.203], [-0.151, -0.449, -0.237], [0.348, -0.088, -0.554], [0.503, 0.305, -0.006], [0.106, -0.060, -0.140], [0.414, 0.056, 0.566], [-0.308, 0.154, -0.575], [-0.741, 0.051, 0.354], [1.048, -0.204, -0.025], [-0.048, -0.029, -0.096], [-0.331, 0.390, -0.180], [0.352, -0.316, 0.364], [0.236, -0.289, -0.516], [-0.316, 0.052, 0.183], [-0.296, 0.148, -0.158], [-0.125, 0.147, -0.866], [1.085, 0.744, -1.205], [0.936, 0.597, 1.181], [0.048, -0.211, -0.827], [-0.034, -0.101, 0.105], [-0.824, -0.424, 0.372], [-1.066, -0.324, 0.395], [-0.005, -0.388, 0.280], [0.454, 0.265, 0.095], [-0.420, -0.198, 0.438], [0.176, 0.706, -0.993], [1.769, -0.475, -0.105], [-1.745, -0.200, 1.586], [0.486, -0.218, -0.454], [-0.055, -0.440, 0.310], [-0.072, 0.165, 0.221], [-0.575, 0.491, -0.012], [0.089, -0.126, -0.232], [-0.016, 0.058, -0.228], [-0.017, -0.011, -0.060]], "mulliken_charge": [-0.40, 0.31, -0.67, -0.52, 0.20, -0.17, 0.29, 0.36, 0.31, 0.31, -0.05, -0.13, -0.65, -0.65, 0.21, 0.23, 0.24, 0.26, 0.46, 0.20, -0.53, -0.48, 0.10, -0.55, 0.32, 0.24, 0.24, 0.39, -0.07, 0.40, -0.52, -0.19, -0.47, -0.58, 0.30, 0.59, -0.04, 0.26, 0.35, 0.30, -0.60, 0.21, -0.60, -0.59, 0.32, 0.00, 0.30, 0.38, 0.23, 0.35, -0.57, -0.37, -0.22, -0.56, 0.30, 0.20, 0.34, 0.13, 0.42, 0.15, -0.58, -0.21, -0.34, -0.50, 0.39, 0.21, 0.11, 0.29, 0.26, 0.32], "gap_ha": 0.3450, "relative_energy_kcal_mol": 37.19, "homo_ev": -9.574, "total_charge": 0, "e_tot_ev": -43859.4827}

=====

2.
{"formula": "C14H42O14", "method": "the ωB97M-V functional and the def2-TZVPD basis", "species": ["O", "C", "C", "O", "H", "H", "H", "H", "H", "H", "O", "C", "C", "O", "H", "H", "H", "H", "H", "H", "O", "C", "C", "O", "H", "H", "H", "H", "H", "H", "O", "C", "C", "O", "H", "H", "H", "H", "H", "H", "O", "C", "C", "O", "H", "H", "H", "H", "H", "H", "O", "C", "C", "O", "H", "H", "H", "H", "H", "H", "O", "C", "C", "O", "H", "H", "H", "H", "H", "H"], "coordinates": [[-1.655448, -4.279256, 1.075441], [-1.696368, -3.577320, -0.208236], [-2.742197, -2.526535, 0.000340], [-2.280549, -1.810503, 1.215853], [-0.758486, -4.633907, 1.164430], [-0.777148, -3.034064, -0.424582], [-1.957392, -4.204824, -1.061012], [-3.725065, -2.990657, 0.147689], [-2.766382, -1.826088, -0.823059], [-1.818766, -2.465195, 1.788681], [2.834277, -3.333460, -0.841054], [2.337003, -4.499575, -1.624958], [1.848983, -4.001386, -2.941777], [3.004381, -3.660100, -3.721136], [3.760174, -3.076913, -0.782484], [3.224716, -5.155069, -1.775259], [1.619027, -4.998161, -0.992289], [1.183837, -3.147909, -2.845264], [1.341634, -4.769137, -3.512092], [2.702906, -3.006060, -4.382855], [-2.388599, -0.674182, 5.928822], [-2.812921, -0.332050, 4.625460], [-2.013019, 0.794568, 3.989038], [-2.161024, 1.970406, 4.767366], [-3.163852, -0.844125, 6.464900], [-2.788381, -1.232078, 4.005603], [-3.861943, -0.014762, 4.650065], [-2.464375, 1.036025, 3.022034], [-0.943595, 0.676136, 3.851676], [-1.815949, 1.737231, 5.642156], [-2.343376, 3.426453, -0.290137], [-2.589821, 4.074753, 0.923840], [-1.352139, 4.599524, 1.673680], [-0.626133, 5.495965, 0.943568], [-2.194369, 2.498563, -0.090796], [-3.093944, 5.005608, 0.611753], [-3.187447, 3.428003, 1.578708], [-0.763205, 3.739274, 2.031038], [-1.650478, 5.092699, 2.625776], [-0.338688, 5.081736, 0.105275], [1.236364, 0.899141, -3.012328], [0.300999, 0.515461, -4.039489], [-0.905549, -0.054243, -3.396731], [-0.575880, -1.230839, -2.709753], [1.395660, 0.082208, -2.485664], [0.056838, 1.463895, -4.560519], [0.797705, -0.202729, -4.695669], [-1.676499, -0.259087, -4.157108], [-1.254522, 0.713393, -2.686056], [-0.725331, -1.061065, -1.746933], [2.967470, 3.187774, 0.919555], [3.828904, 3.379025, -0.271470], [3.464893, 2.384061, -1.338204], [3.661597, 1.050202, -0.964482], [3.274670, 2.415069, 1.376936], [3.679648, 4.386866, -0.632706], [4.891474, 3.263282, -0.005587], [4.106742, 2.613459, -2.210256], [2.401711, 2.519240, -1.551937], [2.872725, 0.478565, -1.146376], [1.372440, -1.098445, -0.590221], [1.091311, -0.356277, 0.591437], [0.095276, 0.677080, 0.172063], [-1.178651, 0.184058, -0.291235], [1.998422, -1.798557, -0.358416], [0.638607, -0.950941, 1.383491], [1.962955, 0.119731, 1.055661], [0.445295, 1.419357, -0.555182], [0.001786, 1.277445, 1.116935], [-1.352934, -0.580731, 0.274042]], "forces_ev_per_angstrom": [[0.878, -0.061, -1.235], [-0.414, 0.013, 0.351], [0.550, 0.031, 1.719], [-0.504, -0.174, -0.703], [-0.360, -0.071, 0.080], [0.429, -0.327, 0.117], [0.111, -0.372, 0.192], [0.120, 0.308, 0.189], [-0.105, 0.237, -0.089], [-0.669, 0.246, -0.698], [-1.272, -0.267, 0.475], [2.748, 1.128, 0.672], [0.331, -0.030, -0.839], [-0.377, 0.853, -0.324], [0.107, -0.986, -0.815], [-0.785, 0.146, -0.031], [-0.357, -0.013, 0.001], [-0.129, 0.161, 0.268], [-0.500, -0.505, 0.234], [0.444, -0.521, 0.498], [0.533, 0.357, 0.276], [-0.378, -0.499, -0.775], [-0.584, 0.677, 0.331], [0.008, 0.203, 0.545], [-0.010, -0.002, 0.087], [0.139, 0.024, -0.240], [0.132, 0.170, -0.055], [0.097, -0.277, -0.018], [0.229, -0.886, -0.112], [-0.157, 0.232, -0.127], [0.654, -0.549, -0.381], [-0.170, 1.574, 0.541], [-0.924, -1.665, 1.383], [1.079, 0.758, -1.477], [0.171, -0.291, -0.249], [-0.457, -0.453, 0.427], [-0.132, 0.404, 0.060], [0.267, -0.039, -0.252], [-0.164, -0.124, -0.712], [-0.271, 0.217, 0.652], [0.087, -0.838, 0.130], [1.082, 1.081, 0.239], [-0.950, 0.521, -0.058], [-0.215, -0.601, 1.051], [-0.277, 0.560, -0.390], [0.115, -0.695, 0.008], [-0.169, 0.046, -0.307], [0.046, 0.061, 0.228], [-0.241, -0.309, -0.278], [0.340, 0.078, -1.002], [0.601, 1.083, -1.460], [-0.272, -1.166, 1.648], [-0.533, 0.586, -0.725], [-0.308, -1.465, 0.583], [0.332, -0.589, 0.165], [-0.211, 0.215, 0.005], [-0.260, 0.071, 0.152], [-0.493, -0.063, 0.014], [0.182, 0.235, -0.456], [0.990, 1.032, 0.143], [0.561, 0.122, 0.805], [-0.480, 0.132, -0.954], [-0.468, 1.995, 1.430], [1.341, 0.151, 0.171], [0.017, -0.552, -0.530], [-0.137, -0.524, 0.011], [0.086, 0.082, -0.400], [0.176, -0.563, -0.123], [-0.583, -0.161, -0.587], [-0.668, -0.150, 0.523]], "mulliken_charge": [-0.59, 0.18, -0.54, -0.56, 0.34, -0.12, 0.34, 0.35, 0.28, 0.36, -0.53, -0.58, 0.31, -0.56, 0.24, 0.34, 0.27, -0.22, 0.38, 0.33, -0.53, -0.39, 0.01, -0.57, 0.32, 0.18, 0.33, 0.08, 0.26, 0.32, -0.54, -0.39, -0.12, -0.53, 0.22, 0.27, 0.30, 0.10, 0.32, 0.32, -0.41, -0.48, -0.03, -0.43, 0.14, 0.34, 0.22, 0.39, 0.07, -0.04, -0.50, -0.63, 0.23, -0.59, 0.27, 0.34, 0.29, 0.26, 0.06, 0.28, -0.34, -0.75, 0.40, -0.51, 0.17, 0.40, 0.41, 0.30, -0.04, 0.24], "gap_ha": 0.3470, "relative_energy_kcal_mol": 19.92, "homo_ev": -9.351, "total_charge": 0, "e_tot_ev": -43860.2318}